(1)
DFT (wB97M-V/def2-TZVPD) results for a gas-phase ion, C4H7N2O3S2 (charge -1) at a distorted geometry.

Output
E_HOMO: -5.298 eV
Energy: -1288.220162 hartree
Kohn-Sham gap: 8.62 eV
Energy above the lowest of the compared OMol25 structures with the same formula, charge and spin: 1.828 eV
SMILES: [H]/N=C(/S/C(C)=N\C)S(=O)(=O)[O-]

ORCA input file:
```
! RIJCOSX wB97M-V def2-TZVPD def2/J DEFGRID3
* xyz -1 1
C 0.978 0.088 0.482
C -1.725 -0.811 -0.696
C 0.108 1.283 0.869
C 3.076 -0.979 0.733
N -2.350 -1.641 -0.127
N 2.135 0.042 1.074
O -2.855 1.280 -0.238
O -0.955 1.527 -1.839
O -2.983 0.343 -2.480
S 0.397 -1.195 -0.532
S -2.102 0.733 -1.412
H 0.284 1.673 1.812
H 0.303 2.013 0.015
H -0.918 1.074 0.561
H 2.846 -1.252 -0.351
H 2.991 -1.909 1.334
H 4.113 -0.661 0.942
H -3.343 -1.610 -0.147
*
```

Just the Löwdin charges please, in e? Sure, here they are: -0.732 -0.530 -0.081 -0.228 0.109 -0.095 -0.378 -0.345 -0.342 0.862 0.366 0.047 0.098 0.002 0.039 0.069 0.059 0.079

***

(2)
DFT (wB97M-V/def2-TZVPD) results for a molecular structure, H2NO2S at a distorted geometry.

Output
E_HOMO (alpha / beta): -2.173 / -2.421 eV
Energy: -604.501850 hartree
Kohn-Sham gap (alpha / beta): 6.37 / 6.82 eV
Energy above the lowest of the compared OMol25 structures with the same formula, charge and spin: 4.124 eV

ORCA input file:
```
! RIJCOSX wB97M-V def2-TZVPD def2/J DEFGRID3
* xyz -1 1
N -1.756 -0.004 0.170
O -0.763 -0.827 0.199
O 2.195 0.751 0.211
S 1.307 -0.403 -0.232
H -1.874 0.434 1.124
H 0.891 0.050 -1.471
*
```

Just the Löwdin charges please, in e? Sure, here they are: -0.203 -0.590 -0.793 0.710 -0.025 -0.100

***

(3)
DFT (wB97M-V/def2-TZVPD) results for 4 unconnected molecules or ions with the total composition C13H24F3O8PSi.

Output
E_HOMO: -8.634 eV
Energy: -2042.167164 hartree
Kohn-Sham gap: 8.65 eV
SMILES: O=C(O[Si@H](C[C@H](O)C(F)(F)F)P(O)O)c1ccccc1.CO.CO.CO

ORCA input file:
```
! RIJCOSX wB97M-V def2-TZVPD def2/J DEFGRID3
* xyz 0 1
O -2.270 -1.287 -0.327
C -1.688 -0.281 -0.015
O -1.483 0.019 1.303
Si 0.040 -0.033 2.015
C 0.066 -1.444 3.262
C 1.409 -2.047 3.677
O 2.128 -1.243 4.578
C 2.312 -2.445 2.509
F 3.168 -3.413 2.888
F 1.606 -2.925 1.469
F 3.057 -1.416 2.067
P 0.526 1.905 3.172
O -0.860 2.759 2.884
O 1.632 2.592 2.149
C -1.190 0.728 -0.983
C -1.190 0.420 -2.334
C -0.736 1.337 -3.265
C -0.266 2.570 -2.849
C -0.279 2.893 -1.498
C -0.739 1.987 -0.567
H 1.049 -0.212 0.953
H -0.612 -2.211 2.887
H -0.364 -1.061 4.191
H 1.217 -2.979 4.209
H 2.094 -0.316 4.315
H -0.712 3.666 2.602
H 1.267 3.252 1.551
H -1.559 -0.541 -2.658
H -0.770 1.079 -4.313
H 0.086 3.290 -3.574
H 0.080 3.859 -1.166
H -0.772 2.235 0.483
C 6.011 -5.388 3.815
O 5.751 -5.408 2.418
H 6.811 -6.099 4.004
H 6.332 -4.397 4.148
H 5.130 -5.687 4.390
H 5.045 -4.780 2.245
C -5.096 -0.149 -2.830
O -3.993 -1.036 -2.763
H -5.056 0.340 -3.801
H -6.051 -0.676 -2.745
H -5.046 0.619 -2.051
H -3.991 -1.467 -1.902
C -2.311 4.009 -5.571
O -1.109 3.283 -5.813
H -2.663 3.720 -4.584
H -2.137 5.089 -5.581
H -3.082 3.765 -6.305
H -0.791 3.527 -6.686
*
```

Just the Löwdin charges please, in e? Sure, here they are: 0.127 -0.475 -0.135 0.561 -0.204 -0.344 0.004 -0.592 0.137 0.139 0.132 0.731 -0.357 -0.362 -0.141 -0.003 -0.055 -0.073 -0.072 -0.039 0.032 0.096 0.093 0.160 0.065 0.053 0.037 0.112 0.106 0.099 0.101 0.073 -0.167 -0.124 0.075 0.076 0.074 0.048 -0.157 -0.134 0.075 0.074 0.076 0.059 -0.148 -0.137 0.074 0.077 0.077 0.079